Here is a 2-piece molecular cluster, C6H11N2O3 overall from the OMol25 dataset. Energies are from wB97M-V/def2-TZVPD.

Strongest force on any atom   3.65 eV/Å
Energy relative to the best compared isomer or geometry (same formula, charge and spin)   3.7181 eV
Net charge   -1
LUMO   3.01 eV
Electronic energy   -570.33865 Ha
E_HOMO   -2.1 eV

Last column: Löwdin charge in e.
Atoms and positions in Å:
O: -1.1917 -3.0169 1.2571  -0.4344
O: 0.9927 0.4833 -0.3181  0.0141
O: 1.7540 2.4859 -1.1988  0.0670
N: 1.6940 2.2984 1.0777  0.1317
N: -1.6073 1.4952 0.3680  -0.0079
C: -1.5193 0.5079 -0.7324  -0.1910
C: -0.0310 0.3268 -1.3166  -0.2746
C: 0.0282 -1.1611 -1.7968  -0.0712
C: 1.4721 1.7718 -0.2534  -0.5504
C: 0.0032 -2.5554 1.6400  -0.5448
C: 0.0754 -2.3730 -1.9901  0.0860
H: 0.0134 -3.4724 -1.8147  0.0588
H: -1.1481 2.3695 0.0764  0.0587
H: -1.0682 1.1393 1.1628  0.0631
H: 0.7269 -2.3003 0.8292  0.0122
H: 0.8030 2.4427 1.5530  0.0768
H: 2.2640 3.1407 1.0365  0.0874
H: 0.1420 0.9380 -2.2489  0.1404
H: -1.8202 -0.4974 -0.3104  0.1242
H: -2.2274 0.8048 -1.5501  0.1161
H: 0.0167 -1.6089 2.2405  0.0173
H: 0.6277 -3.2185 2.2890  0.0205

Atoms 1-6, force components in eV/Å:
-0.185 0.016 -0.170
-0.284 2.127 0.183
-0.310 -1.284 0.206
-0.524 -1.292 -0.974
0.650 0.110 -0.521
0.509 -0.456 0.667



Here is an isolated ion of composition C6H11N2O3 and charge +1 from the OMol25 dataset. Energies are from wB97M-V/def2-TZVPD.

Strongest force on any atom   4.00 eV/Å
Energy relative to the best compared isomer or geometry (same formula, charge and spin)   4.8710 eV
Net charge   +1
LUMO   -5.61 eV
Electronic energy   -570.02820 Ha
E_HOMO   -13.7 eV

Last column: Löwdin charge in e.
Atoms and positions in Å:
O: -1.7889 1.8528 -1.0975  0.1187
O: -2.7301 -2.0304 -0.5340  0.1720
O: -1.8440 0.9118 1.0766  -0.0286
N: -0.7552 -0.8799 -0.3092  0.1665
N: -2.7050 -0.0025 0.4602  0.1402
C: -0.0392 1.2728 0.5390  0.2066
C: 1.0475 -0.8434 1.3079  -0.0030
C: -1.2611 1.9345 0.1221  -0.3095
C: 1.4173 -0.0296 -0.9109  0.0288
C: 0.3347 -0.0889 0.1893  -0.5580
C: -2.0871 -1.0074 -0.0611  -0.4574
H: 0.9062 -1.9527 1.1104  0.1290
H: 0.8464 0.0753 -1.9287  0.1538
H: 2.2604 0.5842 -0.6584  0.1041
H: -3.6905 -1.7149 -0.6842  0.2026
H: -2.4614 2.5347 -1.2192  0.1512
H: 2.0906 -0.6825 1.2841  0.0803
H: 0.5371 -0.7054 2.2824  0.1129
H: -0.5325 -1.7127 -0.7971  0.1543
H: 0.3986 1.5945 1.5510  0.2036
H: 1.7013 -1.0170 -0.8260  0.0583
H: -1.3651 2.9055 0.5850  0.1735

Atoms 1-6, force components in eV/Å:
0.561 -0.235 -0.586
-2.049 0.184 -0.859
0.629 0.681 0.625
-1.421 -1.896 -0.766
-1.233 -0.068 0.630
-1.228 -1.325 2.693



Here is an isolated ion of composition C6H11N2O3 and charge +1 from the OMol25 dataset. Energies are from wB97M-V/def2-TZVPD.

Strongest force on any atom   5.97 eV/Å
Energy relative to the best compared isomer or geometry (same formula, charge and spin)   4.0171 eV
Net charge   +1
LUMO   -3.16 eV
Electronic energy   -570.05959 Ha
Structure (SMILES)   CO[C@]12OC=N[C@H]1[N@@H+]2CCO
E_HOMO   -14.3 eV

Last column: Löwdin charge in e.
Atoms and positions in Å:
O: 2.2257 0.1390 -0.3652  0.1262
O: -2.3911 1.2559 1.0230  -0.0767
O: 1.0165 -1.4300 0.8624  0.0411
N: 1.3243 2.1656 0.2129  0.2106
N: -0.1192 0.2195 -0.4951  0.0616
C: 1.8615 -2.3796 0.3441  -0.0359
C: -2.5606 0.6690 -0.2668  -0.1897
C: 1.1103 -0.2744 0.2990  -0.4516
C: -1.4574 -0.3544 -0.5363  -0.0813
C: 2.1742 1.4843 -0.3963  -0.2074
C: 0.3512 0.9621 0.6493  -0.0357
H: -3.6227 0.1567 -0.2329  0.1660
H: -2.7044 1.6241 -0.8317  0.1425
H: 1.5926 -2.6610 -0.6256  0.0842
H: -0.3931 1.2993 1.4406  0.1846
H: 1.6189 -3.3977 0.7555  0.1339
H: -1.4080 -1.1379 0.2926  0.1726
H: 0.2070 0.6176 -1.5090  0.2710
H: 2.9227 -2.0314 0.5181  0.1406
H: -3.0047 1.8830 1.2510  0.0582
H: 2.9286 2.0310 -0.9296  0.1542
H: -1.6722 -0.8406 -1.4601  0.1309

Atoms 1-6, force components in eV/Å:
0.448 -0.994 -0.519
3.297 -3.137 0.334
-1.074 0.413 1.456
-3.499 -2.924 0.806
0.587 1.386 -5.773
2.233 -2.963 0.970



Here is a 2-piece molecular cluster, C6H11N2O3S overall from the OMol25 dataset. Energies are from wB97M-V/def2-TZVPD.

Strongest force on any atom   3.06 eV/Å
Energy relative to the best compared isomer or geometry (same formula, charge and spin)   6.0904 eV
Net charge   +1
LUMO (alpha / beta)   -4.21 / -7.41 eV
Electronic energy   -968.19756 Ha
E_HOMO (alpha / beta)   -14.0 / -12.5 eV

Last column: Löwdin charge in e.
Atoms and positions in Å:
S: -1.3498 0.6858 -0.5161  0.6270
O: -1.8493 1.8523 0.1432  -0.2890
O: 3.4956 1.8422 -0.9495  0.1592
O: -0.0077 0.7177 -1.0889  -0.3563
N: 2.2761 -0.2151 -0.8725  0.1054
N: 2.2383 -0.6790 1.1892  0.0895
C: 2.9012 0.8218 -0.2487  -0.2495
C: -1.4623 -0.7448 0.5501  -0.2071
C: 1.9710 -1.1937 -0.0364  0.0363
C: 2.9357 0.5300 1.1073  0.0985
C: -2.5562 -1.0019 1.5249  -0.1202
C: -2.4111 0.1198 -1.8607  -0.1034
H: -3.0110 -1.9476 1.1501  0.1024
H: 1.9005 -1.2086 1.9664  0.1544
H: 3.9526 2.4071 -0.2631  0.1683
H: -3.1758 -0.0960 1.5982  0.0848
H: -2.2381 0.6582 -2.7144  0.0430
H: -2.2019 -1.0883 2.5775  0.0974
H: 3.3382 1.1286 1.9600  0.1701
H: 1.9272 -0.2309 -1.7878  0.1453
H: -2.2783 -0.9178 -1.9771  0.0568
H: -0.9432 -1.6966 0.1683  0.1076
H: -3.4517 0.2569 -1.6200  0.0795

Atoms 1-6, force components in eV/Å:
-0.042 -1.262 -0.629
-0.142 -0.122 0.076
-0.793 -1.394 2.611
-0.674 0.033 0.426
1.310 1.081 0.278
0.787 1.184 0.004



Here is an isolated ion of composition C6H11N2O6P and charge -2 from the OMol25 dataset. Energies are from wB97M-V/def2-TZVPD.

Strongest force on any atom   3.33 eV/Å
Energy relative to the best compared isomer or geometry (same formula, charge and spin)   0.4887 eV
Net charge   -2
LUMO   6.01 eV
Electronic energy   -1137.62325 Ha
Structure (SMILES)   CN1[C@](C)(C(=O)[O-])[P@@](=O)([O-])O[C@@]1(O)CN
E_HOMO   -0.9 eV

Last column: Löwdin charge in e.
Atoms and positions in Å:
P: -0.1232 1.7535 1.1284  0.4387
O: -0.8098 0.4174 -2.0888  -0.0784
O: 0.4511 1.5485 -0.5371  -0.1438
O: -1.0500 2.9300 1.2169  -0.3737
O: 1.0748 1.8714 2.0193  -0.3926
O: -3.1444 -0.2322 1.7314  -0.0474
O: -2.7652 0.2159 -0.4245  -0.0698
N: -0.1516 -0.5763 -0.0238  -0.1128
N: 2.1304 0.7650 -2.8704  0.0002
C: -0.6004 -0.5763 2.6340  -0.0696
C: -2.3618 0.0650 0.8142  -0.6047
C: 1.4973 -0.1157 -1.9264  -0.2079
C: -0.8557 -0.0048 1.0723  -0.3556
C: 0.1657 0.3566 -1.1266  -0.6662
C: 0.5305 -1.8224 0.1109  -0.1006
H: 2.0982 -0.4343 -1.1390  0.0699
H: -0.7157 0.3746 3.2286  0.0604
H: -1.1724 -1.4363 3.1083  0.0646
H: 1.5429 1.0111 -3.6163  0.0282
H: 1.5649 -1.7654 0.3478  0.0520
H: 0.4994 -0.8014 2.7989  0.0594
H: 1.1063 -0.9629 -2.5135  0.1044
H: 0.6703 -2.2880 -0.8868  0.0759
H: -0.1352 -2.4112 0.7719  0.0981
H: -1.7131 0.4061 -1.3494  0.0993
H: 2.2666 1.7120 -2.4801  0.0722

Atoms 1-6, force components in eV/Å:
0.688 1.218 -1.143
-2.003 0.127 1.893
-0.440 1.910 1.904
-0.244 -1.004 -0.468
0.219 -0.876 -0.167
0.264 0.581 0.040



Here is C6H11N2P as an isolated structure from the OMol25 dataset. Energies are from wB97M-V/def2-TZVPD.

Strongest force on any atom   4.59 eV/Å
Energy relative to the best compared isomer or geometry (same formula, charge and spin)   0.9232 eV
LUMO   0.78 eV
Electronic energy   -685.99135 Ha
E_HOMO   -8.9 eV

Last column: Löwdin charge in e.
Atoms and positions in Å:
P: 2.1737 -0.8432 -0.7916  0.8540
N: -0.7781 -1.7601 2.6086  0.0520
N: 0.1336 -0.8339 0.8174  -0.2089
C: 0.1140 1.0768 -0.7883  -0.3012
C: 0.2932 -0.4057 -0.5644  -0.5510
C: -0.8092 -1.7245 1.3096  -0.1824
C: 0.1177 -0.7835 3.0092  -0.1556
C: -1.2051 1.5774 0.0214  -0.0853
C: 0.7149 -0.2600 1.9199  -0.1569
H: 0.3521 -0.5274 4.0427  0.0995
H: 1.8449 -2.0320 -0.0089  -0.0593
H: 1.5275 0.5635 1.7349  0.1495
H: 2.2150 -1.6225 -1.9081  -0.1647
H: -1.4589 2.5965 -0.2238  0.0484
H: 0.8748 1.6691 -0.3013  0.0677
H: -1.1013 1.4947 1.1202  0.0609
H: 0.1925 1.3586 -1.8563  0.1083
H: -0.6030 -0.9554 -1.4727  0.2209
H: -2.0956 0.8883 -0.2242  0.0884
H: -1.3082 -2.4479 0.6971  0.1158

Atoms 1-6, force components in eV/Å:
-1.079 -0.799 1.419
-0.374 0.432 0.783
-2.246 -0.315 -0.221
-1.935 1.293 1.806
-0.523 -1.335 -3.130
1.444 0.335 0.069